# 1
Computed, not measured: C3H3O2Yb as an isolated structure, with the ωB97M-V functional and the def2-TZVPD basis.

The value obtained for the highest occupied orbital energy (spin up / spin down) is -6.62 / -6.55 eV. As for the expectation value of S²: 0.75. The value obtained for the LUMO energy (spin up / spin down) is -0.0024 / -0.0676 Ha.

ORCA input file:
```
! RIJCOSX wB97M-V def2-TZVPD def2/J DEFGRID3
* xyz 0 2
C -0.365 0.511 0.655
C 0.837 0.502 1.265
H 1.752 0.667 0.693
H -1.297 0.728 1.178
H 0.920 0.382 2.347
O -1.434 -0.097 -1.404
C -0.475 -0.271 -0.592
O 0.583 -0.858 -1.008
Yb -0.523 -1.564 -3.134
*
```

---

# 2
Computed, not measured: a 2-piece molecular cluster, CH5Cl2N2O2PS overall, with the ωB97M-V functional and the def2-TZVPD basis.

The value obtained for the highest occupied orbital energy is -9.93 eV. The value obtained for the LUMO energy is -0.0418 Ha.

ORCA input file:
```
! RIJCOSX wB97M-V def2-TZVPD def2/J DEFGRID3
* xyz 0 1
C -1.554 -2.107 0.324
N 0.345 -1.022 -0.278
N -0.651 -1.246 0.561
O 0.393 3.521 0.273
O 1.878 0.304 1.473
P 1.705 -0.077 0.049
S 2.962 -0.172 -1.415
Cl 0.942 2.195 -0.709
Cl -2.062 1.447 -0.840
H -1.536 0.619 -0.046
H -1.466 -2.693 -0.549
H -2.336 -2.463 1.010
H 0.594 -1.637 -1.076
H 0.787 3.329 1.222
*
```

---

# 3
Computed, not measured: a 9-piece molecular cluster, C38H103N9O10 overall, with the ωB97M-V functional and the def2-TZVPD basis.

The value obtained for the highest occupied orbital energy is -8.79 eV. The structure (SMILES) is COC[C@H](C)N.COC[C@H](C)N.COC[C@H](C)N.COC[C@H](C)N.COC[C@H](C)N.COC[C@H](C)N.COC[C@H](C)N.COC[C@H](C)N.COCCNCCOC. The value obtained for the LUMO energy is 0.0083 Ha.

ORCA input file:
```
! RIJCOSX wB97M-V def2-TZVPD def2/J DEFGRID3
* xyz 0 1
C -1.724 -4.361 1.139
O -0.646 -4.138 0.303
C 0.545 -4.813 0.555
C 1.505 -4.050 -0.396
N 2.613 -4.850 -0.989
C 3.495 -5.489 0.090
C 4.314 -4.546 0.885
O 3.756 -4.170 2.171
C 4.655 -3.511 3.121
H -1.429 -4.178 2.173
H -2.134 -5.359 0.986
H -2.417 -3.552 0.911
H 0.499 -5.892 0.403
H 0.715 -4.556 1.600
H 1.796 -3.123 0.099
H 1.049 -3.620 -1.288
H 3.173 -4.204 -1.528
H 4.190 -6.033 -0.550
H 2.989 -6.295 0.620
H 4.516 -3.734 0.185
H 5.276 -5.057 0.863
H 5.237 -2.749 2.602
H 5.402 -4.215 3.489
H 4.062 -3.204 3.983
C -0.325 -2.626 7.625
C -0.746 -1.279 7.016
C -1.951 -1.368 6.071
O -2.009 -0.210 5.302
C -3.313 0.540 5.366
N -0.815 -0.187 7.982
H -0.169 -3.292 6.776
H -1.105 -3.011 8.282
H 0.611 -2.589 8.180
H 0.164 -0.973 6.501
H -2.819 -1.759 6.601
H -1.771 -2.274 5.491
H -3.715 0.542 6.379
H -4.014 0.036 4.702
H -3.260 1.552 4.964
H -0.681 0.644 7.423
H 0.006 -0.149 8.570
C -1.644 8.722 -3.411
C -1.136 7.244 -3.529
C -2.194 6.277 -4.166
O -3.536 6.490 -3.695
C -3.711 5.859 -2.431
N 0.003 7.139 -4.311
H -0.939 9.391 -2.916
H -2.619 8.649 -2.931
H -1.856 9.108 -4.408
H -0.820 6.918 -2.538
H -1.862 5.252 -3.999
H -2.302 6.541 -5.218
H -2.783 5.763 -1.867
H -4.203 4.907 -2.626
H -4.391 6.462 -1.829
H -0.044 7.620 -5.198
H 0.755 7.645 -3.864
C -3.294 -4.776 -4.163
C -3.666 -6.208 -3.761
C -4.590 -6.823 -4.840
O -5.998 -6.565 -4.663
C -6.868 -7.563 -5.207
N -2.483 -7.003 -3.414
H -2.540 -4.313 -3.526
H -4.221 -4.207 -4.230
H -2.882 -4.816 -5.171
H -4.154 -6.155 -2.788
H -4.467 -7.906 -4.880
H -4.402 -6.480 -5.857
H -7.912 -7.262 -5.297
H -6.952 -8.493 -4.645
H -6.531 -7.711 -6.233
H -1.785 -7.152 -4.128
H -1.979 -6.488 -2.706
C 1.858 6.088 8.979
C 0.490 5.265 8.804
C 0.039 4.955 7.393
O -0.474 6.146 6.717
C -1.103 5.790 5.416
N 0.395 4.156 9.831
H 2.264 6.084 9.990
H 1.833 7.155 8.754
H 2.642 5.733 8.311
H -0.286 5.994 9.037
H -0.773 4.229 7.444
H 0.781 4.473 6.757
H -0.411 5.545 4.611
H -1.651 6.721 5.271
H -1.878 5.024 5.404
H 0.061 4.586 10.681
H -0.307 3.474 9.582
C 8.989 4.277 -3.136
C 7.510 4.552 -3.499
C 6.595 4.710 -2.230
O 5.260 5.167 -2.393
C 4.346 4.114 -2.741
N 7.447 5.846 -4.204
H 9.671 4.473 -3.963
H 9.225 3.216 -3.060
H 9.347 4.839 -2.273
H 7.151 3.713 -4.095
H 7.150 5.435 -1.635
H 6.601 3.820 -1.601
H 4.553 3.229 -2.140
H 4.305 3.796 -3.783
H 3.320 4.371 -2.476
H 6.486 5.902 -4.510
H 8.132 6.148 -4.882
C 7.698 -4.493 -5.240
C 6.401 -4.233 -4.445
C 5.571 -3.035 -4.843
O 4.415 -2.803 -4.077
C 3.617 -1.660 -4.425
N 5.622 -5.484 -4.435
H 7.731 -5.458 -5.747
H 8.587 -4.604 -4.619
H 7.994 -3.653 -5.868
H 6.633 -4.259 -3.380
H 5.352 -2.981 -5.909
H 6.170 -2.132 -4.719
H 3.247 -1.644 -5.450
H 4.124 -0.743 -4.127
H 2.743 -1.706 -3.775
H 4.960 -5.308 -3.693
H 6.104 -6.276 -4.034
C 2.501 1.042 1.858
C 1.059 1.595 1.961
C -0.070 0.831 1.166
O 0.123 0.638 -0.255
C -1.148 0.714 -1.008
N 0.797 1.631 3.383
H 2.975 1.038 0.877
H 2.634 0.004 2.162
H 3.173 1.594 2.516
H 1.132 2.564 1.469
H -0.999 1.394 1.257
H -0.191 -0.170 1.580
H -1.539 -0.212 -0.586
H -0.919 0.718 -2.073
H -1.766 1.594 -0.833
H -0.123 2.038 3.481
H 0.623 0.675 3.657
C -7.612 -2.705 -0.882
C -7.364 -1.339 -1.565
C -8.663 -0.621 -1.932
O -9.673 -0.230 -0.957
C -10.463 0.884 -1.498
N -6.436 -0.491 -0.757
H -6.856 -3.489 -0.917
H -8.503 -3.165 -1.308
H -7.719 -2.613 0.199
H -6.730 -1.588 -2.417
H -9.187 -1.326 -2.577
H -8.489 0.258 -2.553
H -9.841 1.762 -1.329
H -11.405 0.878 -0.948
H -10.679 0.823 -2.565
H -7.093 -0.308 -0.012
H -5.608 -0.931 -0.381
*
```

---

# 4
Computed, not measured: a 9-piece molecular cluster, C15H49N11O9 overall, with the ωB97M-V functional and the def2-TZVPD basis.

The value obtained for the highest occupied orbital energy is -8.95 eV. The structure (SMILES) is COC[C@H](C)N.NC(N)=O.NC(N)=O.NC(N)=O.NC(N)=O.NC(N)=O.CCO.CCO.CCO. The value obtained for the LUMO energy is 0.0177 Ha.

ORCA input file:
```
! RIJCOSX wB97M-V def2-TZVPD def2/J DEFGRID3
* xyz 0 1
C 0.347 -4.651 4.054
C 0.064 -3.232 3.496
C 0.938 -2.386 4.467
O 0.624 -1.000 4.128
C 1.255 0.028 4.829
N 0.214 -2.986 2.067
H -0.115 -5.513 3.597
H 0.080 -4.608 5.091
H 1.410 -4.870 3.976
H -0.958 -3.041 3.774
H 1.994 -2.577 4.344
H 0.639 -2.582 5.459
H 2.280 -0.273 5.111
H 0.738 0.249 5.814
H 1.392 0.950 4.147
H 1.148 -3.042 1.820
H -0.346 -3.677 1.534
C 4.104 -1.801 -3.722
C 2.694 -1.065 -3.483
O 1.841 -1.911 -2.667
H 4.043 -2.537 -4.520
H 4.441 -2.262 -2.821
H 4.878 -1.033 -3.944
H 2.208 -0.944 -4.433
H 2.733 -0.152 -2.931
H 1.038 -1.403 -2.437
C 3.773 -4.525 -0.621
C 2.565 -4.037 0.108
O 2.218 -2.683 -0.063
H 3.842 -5.599 -0.575
H 4.678 -4.143 -0.072
H 3.672 -4.177 -1.681
H 2.734 -4.164 1.223
H 1.642 -4.557 -0.048
H 2.227 -2.425 -1.014
C 0.626 6.796 -0.323
C -0.425 7.512 -1.212
O -1.795 7.097 -0.898
H 0.589 7.193 0.696
H 1.560 6.974 -0.765
H 0.297 5.759 -0.358
H -0.287 7.200 -2.239
H -0.299 8.622 -1.083
H -1.738 6.767 0.008
C -1.499 -4.116 -1.003
O -0.669 -4.665 -0.311
N -1.308 -3.627 -2.246
N -2.750 -3.866 -0.458
H -0.460 -3.973 -2.645
H -2.139 -3.519 -2.824
H -2.881 -4.130 0.479
H -3.329 -3.124 -0.778
C 0.913 0.709 0.370
O 0.796 1.852 0.739
N 1.687 0.364 -0.653
N 0.135 -0.296 0.921
H 2.080 1.048 -1.274
H 2.253 -0.447 -0.539
H -0.259 0.014 1.805
H 0.458 -1.255 1.086
C -2.695 4.027 2.038
O -2.233 4.786 1.207
N -1.996 2.929 2.447
N -3.861 4.258 2.678
H -2.473 2.185 2.956
H -1.164 2.730 1.879
H -4.385 5.014 2.341
H -4.351 3.593 3.244
C -1.732 3.329 -2.438
O -1.451 2.329 -3.116
N -2.506 4.355 -2.950
N -1.074 3.455 -1.266
H -2.686 5.271 -2.586
H -2.934 4.126 -3.837
H -1.488 4.103 -0.546
H -0.847 2.599 -0.876
C -2.835 -0.672 -2.617
O -3.549 -1.630 -2.443
N -1.849 -0.235 -1.782
N -2.946 0.139 -3.723
H -1.348 0.613 -2.103
H -1.842 -0.411 -0.768
H -2.798 1.115 -3.787
H -3.546 -0.265 -4.450
*
```

---

# 5
Computed, not measured: a 2-piece molecular cluster, C9H14 overall, with the ωB97M-V functional and the def2-TZVPD basis.

The value obtained for the highest occupied orbital energy (spin up / spin down) is 1.14 / -4.47 eV. As for the expectation value of S²: 0.75. The value obtained for the LUMO energy (spin up / spin down) is 0.1399 / 0.1360 Ha.

ORCA input file:
```
! RIJCOSX wB97M-V def2-TZVPD def2/J DEFGRID3
* xyz -1 2
C -4.053 0.729 2.695
C -4.156 -0.792 2.454
H -4.855 1.150 3.309
H -3.067 0.968 3.077
H -4.060 1.373 1.797
H -3.155 -1.226 2.520
H -4.607 -1.051 1.500
H -4.669 -1.243 3.313
C 1.615 -2.299 -1.533
C 0.992 1.441 -1.659
C 0.862 0.070 -1.990
C 1.500 1.855 -0.462
C 1.530 -0.848 -1.164
C 1.933 0.888 0.481
C 2.007 -0.449 0.062
H 0.602 2.185 -2.346
H 0.322 -0.209 -2.885
H 1.588 2.909 -0.201
H 2.424 1.253 1.375
H 1.485 -2.971 -0.676
H 2.590 -2.545 -1.957
H 2.364 -1.223 0.734
H 0.890 -2.555 -2.310
*
```

---

# 6
Computed, not measured: C34H49BeN4O5 as an isolated structure, with the ωB97M-V functional and the def2-TZVPD basis.

The value obtained for the highest occupied orbital energy is -10.17 eV. The value obtained for the LUMO energy is -0.1783 Ha.

ORCA input file:
```
! RIJCOSX wB97M-V def2-TZVPD def2/J DEFGRID3
* xyz 1 1
Be 2.651 0.953 1.992
C -0.229 0.688 -1.473
C -0.129 -0.180 -0.201
O 1.075 0.018 0.445
H -0.823 1.588 -1.310
H -0.810 0.050 -2.149
H 0.690 0.986 -1.969
H -0.285 -1.214 -0.557
H -0.985 -0.025 0.480
N 3.774 1.894 -0.144
C 4.672 2.891 -0.315
C 5.614 2.901 -1.313
C 5.488 1.994 -2.365
C 4.528 1.023 -2.249
C 3.781 0.934 -1.072
H 4.635 3.690 0.414
H 6.314 3.724 -1.358
H 6.156 2.174 -3.197
H 4.300 0.296 -3.017
H 3.215 0.015 -0.986
N 2.588 -3.542 -3.451
C 2.300 -2.343 -2.938
C 1.509 -1.394 -3.583
C 0.827 -1.807 -4.721
C 1.125 -3.042 -5.258
C 1.962 -3.913 -4.574
H 2.714 -2.177 -1.949
H 1.242 -0.513 -3.018
H 0.246 -1.112 -5.313
H 0.860 -3.266 -6.283
H 2.405 -4.773 -5.060
N 2.739 -1.055 3.461
C 2.102 -2.171 3.068
C 1.976 -3.348 3.790
C 2.509 -3.397 5.068
C 3.262 -2.284 5.457
C 3.457 -1.235 4.589
H 1.507 -1.957 2.182
H 1.275 -4.055 3.370
H 2.205 -4.111 5.819
H 3.659 -2.332 6.461
H 4.009 -0.379 4.959
N 0.687 1.087 3.514
C -0.289 0.173 3.429
C -1.451 0.262 4.163
C -1.767 1.424 4.869
C -0.859 2.469 4.797
C 0.373 2.179 4.214
H -0.176 -0.738 2.857
H -2.236 -0.464 3.998
H -2.693 1.463 5.426
H -1.017 3.484 5.128
H 1.077 3.004 4.217
C -5.967 0.349 -1.851
C -4.850 0.398 -0.824
O -4.503 1.491 -0.429
C -4.007 -0.827 -0.471
H -6.685 -0.310 -1.345
H -5.675 -0.234 -2.725
H -6.362 1.344 -2.008
H -4.571 -1.757 -0.507
H -3.659 -0.667 0.549
H -3.134 -0.820 -1.125
C -1.948 -4.847 3.166
C -2.611 -4.229 1.956
O -3.656 -4.636 1.519
C -1.768 -3.230 1.157
H -1.026 -5.357 2.883
H -2.595 -5.555 3.679
H -1.690 -4.050 3.869
H -2.346 -2.383 0.804
H -1.268 -3.796 0.366
H -0.884 -2.910 1.718
C 1.075 5.363 1.159
C 0.646 3.922 1.067
O 1.325 2.981 1.420
C -0.748 3.689 0.526
H 0.630 5.871 0.305
H 2.160 5.417 1.240
H 0.714 5.896 2.041
H -0.976 2.625 0.489
H -0.862 4.141 -0.458
H -1.498 4.069 1.225
C -3.171 1.400 -3.653
C -2.764 1.809 -5.030
O -3.444 2.544 -5.707
C -1.623 1.057 -5.715
H -4.231 1.633 -3.557
H -2.595 2.039 -2.982
H -3.112 0.324 -3.496
H -1.373 1.718 -6.542
H -1.939 0.058 -6.013
H -0.767 0.933 -5.047
*
```

---

Short version: maximum force = 4.16; 2.82; 3.28; 4.25; 1.05; 4.73 eV Å⁻¹, in the order given.
Short version: total energy = -38780.464; -53359.672; -74949.704; -51172.287; -9558.426; -52640.906 eV, in the order given.